Record 1
The following is a quantum chemistry calculation of a 9-piece molecular cluster, H18O9 overall at a distorted geometry, from OMol25.

Geometry as XYZ:
```
27
Properties=species:S:1:pos:R:3:forces:R:3:lowdin_charge:R:1
O 0.55802 0.18114 -0.24014 2.35 1.73 0.12 -0.037
H -0.30628 -0.15809 -0.32689 -1.61 -1.02 0.22 -0.010
H 0.84831 0.26648 0.68674 -0.44 -0.32 -1.28 0.021
O 1.98016 5.12853 -0.63041 -0.17 1.86 -1.98 -0.051
H 1.57071 4.32008 -0.43007 -0.69 -1.86 1.02 -0.034
H 1.46788 5.37108 -1.44420 0.91 0.07 1.02 0.063
O -0.25898 3.48277 1.02878 0.06 -0.19 -1.21 -0.059
H -0.42624 2.86529 1.74050 -0.05 -0.23 0.03 0.021
H -0.30074 2.97196 0.18627 -0.04 0.26 1.11 0.047
O -1.08028 -2.15531 0.27959 1.79 -1.82 -1.92 -0.073
H -0.83124 -1.64346 1.02626 0.12 0.20 1.21 -0.064
H -0.17318 -2.57910 0.08275 -2.22 0.88 0.18 0.091
O 0.06940 -0.89569 2.28720 -0.13 2.24 -0.03 -0.061
H 0.96193 -0.53028 2.40271 -0.01 -0.65 0.35 0.073
H -0.36382 -0.11615 1.83459 0.17 -1.21 1.10 0.066
O -3.71767 0.57580 -0.46681 0.37 1.21 -2.02 -0.030
H -4.00095 0.97873 0.31607 -0.66 0.01 2.85 0.013
H -3.85652 1.40024 -0.97052 0.42 -0.64 -0.82 0.068
O -4.33526 -1.95150 -1.01002 2.17 -0.82 -1.15 -0.049
H -5.18131 -1.67009 -0.78604 -2.34 0.68 0.70 -0.016
H -3.98488 -1.20348 -1.51782 0.03 -0.41 0.46 0.018
O 3.34917 -2.90659 0.76189 -2.31 -1.96 1.14 -0.113
H 3.28965 -2.91366 -0.19808 0.00 0.28 -0.39 -0.023
H 2.57634 -3.53329 1.03623 2.21 1.72 -0.61 0.087
O 3.69379 -1.70305 -1.73599 0.22 -0.73 -1.46 -0.073
H 4.52090 -1.50907 -1.27981 0.05 0.00 -0.22 0.046
H 3.93110 -2.07328 -2.63279 -0.20 0.70 1.58 0.081
```
Forces are in eV/Å.

Computed properties:
Energy relative to the best compared isomer or geometry (same formula, charge and spin)   4.150 eV
HOMO level   -10.633 eV
SMILES string   O.O.O.O.O.O.O.O.O
HOMO-LUMO gap   0.384 Ha
Calculated total energy   -687.87328 a.u.



Record 2
The following is a quantum chemistry calculation of C22H35N6O4Ti as an isolated structure at a distorted geometry, from OMol25.

Geometry as XYZ:
```
68
Properties=species:S:1:pos:R:3:forces:R:3:lowdin_charge:R:1
Ti 0.47502 -0.72284 -0.42258 1.15 -0.25 -0.22 0.957
C 2.52902 -1.01179 3.44058 0.03 -0.10 -0.07 -0.006
C 1.56635 -1.01031 2.29709 -0.14 0.07 0.07 -0.262
N 1.93685 -0.93705 1.03537 -0.11 0.31 0.00 -0.046
C 3.34322 -0.86337 0.66476 -0.03 -0.14 -0.02 -0.187
C 3.44652 -0.59630 -0.83768 -0.03 -0.02 0.01 -0.164
N 2.35626 -1.28695 -1.57146 -0.09 -0.10 0.10 -0.118
C 2.48065 -2.75728 -1.64008 -0.04 -0.02 -0.07 -0.167
C 1.10752 -3.39782 -1.81544 0.06 -0.01 0.03 -0.169
N 0.23886 -2.94166 -0.72096 -0.10 0.04 0.01 -0.120
C -1.19874 -3.23945 -0.83350 -0.02 -0.01 0.00 -0.153
C -1.91320 -2.21757 -1.69762 -0.04 0.05 0.02 -0.096
N -1.71914 -0.83252 -1.17896 0.18 0.08 0.25 -0.068
C -2.51014 -0.47879 -0.00122 -0.03 0.05 0.01 -0.272
C -3.99516 -0.35355 -0.19385 0.03 0.01 -0.02 -0.053
C -1.90268 -0.58303 1.23708 -0.03 -0.07 -0.05 -0.254
C -2.60889 -0.51441 2.48371 0.02 0.03 0.08 -0.027
C -1.93801 -0.73216 3.66115 0.01 0.01 -0.06 -0.075
C -0.55182 -0.96779 3.69561 -0.01 0.16 0.03 -0.037
C 0.12835 -0.93219 2.49086 0.07 -0.06 0.04 -0.242
N -0.53218 -0.77081 1.31083 -0.29 -0.16 0.05 -0.007
H 3.38489 -1.65731 3.24048 0.00 0.00 0.01 0.083
H 2.05825 -1.34715 4.36031 0.00 0.00 0.00 0.073
H 2.91381 -0.00106 3.60633 0.01 0.00 0.00 0.102
H 3.85311 -1.79563 0.93298 0.01 0.00 0.01 0.119
H 3.85220 -0.05183 1.18930 0.00 0.00 0.01 0.128
H 4.43211 -0.89151 -1.20915 0.01 0.00 0.00 0.128
H 3.31265 0.47082 -1.00883 -0.01 0.01 -0.01 0.110
H 2.32421 -0.92893 -2.52094 0.03 0.07 0.03 0.125
H 2.92600 -3.10974 -0.70803 -0.03 0.04 0.03 0.122
H 3.14630 -3.06516 -2.45049 0.03 -0.02 0.02 0.131
H 1.20758 -4.48768 -1.82919 -0.02 -0.01 -0.05 0.131
H 0.66180 -3.09674 -2.76644 0.00 0.06 0.02 0.125
H 0.57838 -3.34583 0.14709 0.00 0.04 0.02 0.133
H -1.61463 -3.19212 0.17350 0.01 -0.02 0.01 0.131
H -1.38498 -4.24248 -1.23073 0.01 0.00 0.00 0.133
H -2.98372 -2.43073 -1.68022 -0.01 0.01 -0.03 0.136
H -1.58040 -2.26707 -2.73170 0.03 0.01 0.01 0.123
H -4.22480 -0.17143 -1.24524 -0.01 0.01 0.01 0.081
H -4.41011 0.49167 0.36078 0.00 0.00 0.01 0.075
H -4.55820 -1.24138 0.12026 0.00 0.00 -0.01 0.082
H -3.67658 -0.34653 2.48455 0.00 -0.03 0.00 0.099
H -2.49335 -0.72569 4.59076 0.00 0.00 0.00 0.108
H -0.04122 -1.13337 4.63121 0.00 0.02 0.00 0.097
O 2.35488 2.29083 0.60258 0.01 0.02 -0.08 0.092
C 1.18470 2.15787 0.31177 -0.19 -0.02 0.26 -0.583
O 0.65303 1.35495 -0.53650 -0.01 -0.19 -0.48 -0.126
C 0.13686 2.99940 1.07743 0.02 -0.07 0.05 -0.142
N -1.19413 2.84795 0.39362 0.02 0.15 -0.02 0.098
C -1.26776 3.98370 -0.57983 0.03 0.01 0.05 -0.104
C -0.66154 5.14694 0.19131 -0.01 -0.01 0.01 -0.132
C 0.41713 4.50890 1.09337 -0.01 0.01 -0.02 -0.094
H 0.06498 2.56081 2.07263 -0.03 0.00 0.01 0.166
H -1.96173 2.88872 1.06120 0.00 -0.04 0.01 0.188
H -1.23359 1.94756 -0.10968 -0.03 -0.03 0.04 0.116
H -2.29408 4.11784 -0.90929 0.00 0.01 -0.01 0.137
H -0.65815 3.68356 -1.42973 -0.01 -0.02 0.00 0.133
H -1.42615 5.64163 0.79137 0.00 -0.01 0.01 0.116
H -0.25067 5.89167 -0.48612 0.00 0.01 0.00 0.121
H 0.36906 4.90728 2.10400 0.01 0.01 0.00 0.120
H 1.42626 4.68220 0.72610 0.00 -0.01 -0.01 0.121
C -0.16271 0.57969 -4.07548 0.13 -0.11 0.00 0.006
O -0.48959 -0.31101 -2.98523 -0.22 0.42 0.01 -0.082
C -1.40984 0.16860 -2.09225 -0.20 -0.16 -0.11 -0.559
O -1.79473 1.30881 -2.06221 -0.12 -0.02 -0.01 0.108
H 0.92107 0.64689 -4.13083 0.01 0.00 0.01 0.094
H -0.58780 1.56056 -3.89591 0.00 0.02 0.00 0.093
H -0.55750 0.14918 -4.99259 -0.01 0.00 0.00 0.103
```
Forces are in eV/Å.

Computed properties:
Spin multiplicity   3
Energy relative to the best compared isomer or geometry (same formula, charge and spin)   0.678 eV
HOMO level (alpha / beta)   -7.943 / -8.967 eV
HOMO-LUMO gap (alpha / beta)   0.216 / 0.244 Ha
Charge   +1
Calculated total energy   -2338.19836 a.u.



Record 3
The following is a quantum chemistry calculation of C4H6N2O as an isolated structure, from OMol25.

Geometry as XYZ:
```
13
Properties=species:S:1:pos:R:3:forces:R:3:lowdin_charge:R:1
C 1.04500 -1.22965 -1.63038 -0.12 -0.04 0.02 -0.017
C 1.13005 -0.71115 -0.35888 -0.13 0.19 -0.20 -0.123
C 0.95946 0.65883 0.00919 0.06 -0.06 0.08 -0.188
N -0.01637 1.22960 0.63797 0.11 -0.23 -0.19 0.087
C -1.09522 0.35409 0.86089 -0.09 -0.16 0.02 -0.610
N -2.08464 0.93000 1.59231 0.00 -0.05 0.06 0.158
O -1.15359 -0.79819 0.44200 0.03 0.33 0.09 0.032
H 0.57407 -0.72130 -2.48212 0.08 -0.05 0.19 0.097
H 2.19256 -0.89722 -1.05096 0.13 0.00 0.01 0.159
H 1.35523 -2.26066 -1.81293 -0.02 0.19 0.06 0.085
H 1.84934 1.27739 -0.15320 -0.13 -0.09 0.01 0.121
H -2.84261 0.35065 1.91222 0.10 0.06 -0.06 0.104
H -1.91327 1.81761 2.03388 0.00 -0.11 -0.09 0.095
```
Forces are in eV/Å.

Computed properties:
Energy relative to the best compared isomer or geometry (same formula, charge and spin)   3.867 eV
HOMO level   -8.578 eV
HOMO-LUMO gap   0.340 Ha
Calculated total energy   -340.65279 a.u.



Record 4
The following is a quantum chemistry calculation of C16H42BaNO12P as an isolated structure at a distorted geometry, from OMol25.

Geometry as XYZ:
```
73
Properties=species:S:1:pos:R:3:forces:R:3:lowdin_charge:R:1
Ba 0.30554 -2.64786 -0.89458 -0.18 -0.35 0.55 0.865
C -5.02601 2.08117 1.05270 1.60 -0.28 0.23 -0.058
C -4.08038 3.29056 0.69911 -0.41 1.34 0.18 -0.485
C -4.75568 4.45954 1.49506 0.64 0.28 -0.31 -0.171
C -4.01064 5.81131 1.48091 -0.54 -0.98 0.35 -0.200
C -2.61315 5.54513 2.04299 -0.33 -0.28 -0.20 -0.166
C -1.82673 4.39188 1.34967 -0.31 0.76 -1.40 -0.492
N -2.67212 3.19122 1.16706 -0.43 -1.33 1.01 -0.201
O -1.99635 2.02677 0.65346 -0.38 1.45 -0.07 -0.356
C -0.58941 4.16262 2.24434 -0.18 -0.99 -0.39 -0.058
C -1.33452 4.96737 -0.03713 -0.14 -0.11 0.16 -0.058
C -4.23241 3.56203 -0.82393 0.14 0.05 0.28 -0.059
H -5.09569 2.00208 2.13759 0.03 -0.07 0.09 0.067
H -4.61244 1.13880 0.69355 0.18 0.05 -0.06 0.068
H -6.03788 2.16387 0.65599 0.05 0.47 -0.17 0.060
H -4.78098 4.14454 2.53824 -0.13 -0.12 0.11 0.101
H -5.78172 4.60955 1.15914 -0.19 -0.14 -0.13 0.103
H -4.56032 6.46270 2.16034 0.03 0.23 0.24 0.090
H -4.13747 6.29903 0.51440 0.69 -0.08 -0.28 0.089
H -2.74899 5.23855 3.08013 -0.20 -0.13 0.17 0.100
H -2.03224 6.46433 2.11837 0.36 0.04 -0.35 0.105
H -0.89169 4.09179 3.28919 0.08 0.43 0.15 0.069
H 0.14633 4.93623 2.02455 -0.11 0.33 0.47 0.062
H -0.06709 3.22139 2.07292 -0.35 -0.19 -0.51 0.064
H -0.57307 5.74375 0.03702 0.36 0.01 0.39 0.052
H -2.14121 5.47976 -0.56134 -0.25 -0.28 -0.06 0.044
H -0.94328 4.16473 -0.66228 -0.12 -0.15 0.04 0.066
H -4.01807 4.59842 -1.08485 0.11 0.10 0.09 0.044
H -5.26599 3.38099 -1.11896 -0.07 -0.17 -0.21 0.057
H -3.54315 2.93242 -1.38660 -0.06 -0.19 0.07 0.069
P -0.25706 -5.99585 2.94987 0.14 1.01 0.51 -0.146
O -0.05387 -5.02430 4.16129 1.66 -0.18 -0.02 -0.307
O -1.34885 -6.80607 3.66184 -0.19 -1.55 0.03 -0.259
O 0.92930 -6.68995 2.27225 -1.34 0.92 0.94 -0.469
O -1.17639 -5.11073 2.07951 0.17 0.32 -2.00 -0.371
C 4.65222 1.28824 -0.98663 0.61 -0.08 0.35 -0.193
O 3.29210 0.95560 -0.85455 0.12 -0.12 -0.24 -0.143
H 5.09371 0.76138 -1.83257 -0.41 0.22 -0.34 0.073
H 4.83063 2.36177 -1.04822 -0.11 0.15 -0.40 0.071
H 5.27782 0.95560 -0.15834 -0.19 -0.19 0.53 0.065
H 2.87688 1.54943 -0.22482 -0.08 0.00 0.10 0.080
C -2.41604 -5.64458 -4.87732 -0.19 -0.32 -0.36 -0.199
O -1.55354 -5.76298 -3.79220 0.63 0.22 0.81 -0.150
H -2.14343 -6.29979 -5.70465 0.34 0.14 -0.34 0.066
H -3.44470 -5.92916 -4.65602 -0.25 0.23 0.34 0.069
H -2.36066 -4.59469 -5.16501 -0.21 -0.13 -0.24 0.079
H -1.28638 -6.65954 -3.57676 -0.29 -0.10 -0.18 0.078
C 5.95788 -4.44639 -0.56011 0.01 -0.84 1.08 -0.184
O 4.58174 -4.41167 -0.23389 -0.11 0.34 -0.76 -0.154
H 6.25814 -5.31226 -1.15023 -0.29 0.01 -0.67 0.064
H 6.27758 -3.52128 -1.03975 -0.20 -0.07 0.17 0.076
H 6.47055 -4.64322 0.38145 0.67 0.62 0.10 0.069
H 4.35521 -5.22659 0.22018 -0.17 -0.05 0.10 0.080
C 3.51155 -1.30304 5.82384 -0.26 -1.58 -0.77 -0.225
C 3.73861 -1.50423 4.30571 -0.10 -0.36 0.98 -0.257
O 2.52549 -1.71817 3.62581 0.02 1.01 -0.38 -0.066
O 2.84506 -2.44136 6.39466 0.50 0.29 -0.07 -0.078
H 2.87244 -0.43870 6.00422 0.44 0.41 -0.01 0.115
H 4.49496 -1.30292 6.29395 -0.10 0.57 0.24 0.109
H 4.39801 -2.34593 4.09399 0.21 -0.26 0.41 0.114
H 4.28831 -0.63019 3.95643 -0.54 0.28 -0.48 0.110
H 2.07616 -2.50013 3.95478 0.02 -0.37 -0.17 0.077
H 2.12599 -2.67859 5.80452 -0.35 -0.17 0.18 0.067
C 1.58275 -2.37226 -6.10797 -1.75 1.19 -1.03 -0.274
C 0.93862 -0.94826 -5.92958 1.41 -0.26 0.69 -0.234
O -0.06411 -0.84286 -4.91421 0.06 -0.65 -0.79 -0.113
O 2.16502 -2.86523 -4.93930 0.13 0.17 -0.11 -0.087
H 2.25372 -2.37815 -6.96696 0.79 0.81 0.10 0.103
H 0.84941 -3.05051 -6.54418 -0.81 -0.27 0.64 0.104
H 0.59453 -0.50312 -6.86315 -0.26 -0.65 -0.42 0.106
H 1.71800 -0.25346 -5.61668 0.60 -0.15 0.01 0.107
H -0.43693 0.02213 -5.09970 -0.39 0.09 0.50 0.077
H 2.62625 -3.65230 -5.23827 0.19 -0.29 0.52 0.082
```
Forces are in eV/Å.

Computed properties:
HOMO level   0.336 eV
HOMO-LUMO gap   0.092 Ha
Charge   -2
Calculated total energy   -1958.95661 a.u.



Record 5
The following is a quantum chemistry calculation of one molecule with the formula C8H16N2O3 at a distorted geometry, from OMol25.

Geometry as XYZ:
```
29
Properties=species:S:1:pos:R:3:forces:R:3:lowdin_charge:R:1
C 1.50580 -2.92786 1.38805 -0.28 0.24 0.14 -0.081
C 1.15783 -1.40987 1.29555 1.17 0.56 0.54 -0.340
C 0.08095 -0.98697 2.34096 0.63 0.30 0.13 -0.061
C 0.76232 -1.06896 -0.17189 0.71 0.48 0.12 -0.186
N 0.73596 0.37631 -0.47716 -0.26 0.08 0.45 0.120
C -0.27811 1.23817 -0.15877 -1.15 -1.62 0.35 -0.431
O -1.36420 0.82042 0.26787 1.13 0.66 -0.49 0.040
C -0.00083 2.73015 -0.31613 0.87 0.36 1.07 -0.353
C -1.28964 3.49179 -0.62205 0.24 0.01 -0.98 -0.057
N 1.17748 2.92031 -1.19551 -0.18 2.05 -0.20 0.020
C -0.55268 -1.69104 -0.60195 0.87 -0.01 0.63 -0.539
O -1.13464 -2.54231 -0.00573 -0.57 -0.80 0.54 0.125
O -0.91467 -1.29028 -1.79792 -0.29 0.25 -1.51 0.136
H 2.26611 -3.15498 0.62178 -0.19 -0.13 0.35 0.074
H 1.90675 -3.18123 2.38747 -0.08 0.21 -0.49 0.080
H 0.61571 -3.56886 1.21958 0.54 0.50 0.04 0.079
H 2.17043 -0.84036 1.50690 -1.96 -0.86 -0.47 0.161
H -0.72768 -1.68355 2.29256 -0.54 -0.62 -0.07 0.060
H -0.40519 -0.01393 2.14182 0.69 -0.37 0.18 0.067
H 0.46533 -1.03621 3.38469 -0.02 0.19 -0.75 0.085
H 1.55834 -1.55271 -0.82686 -0.98 0.75 0.54 0.175
H 1.55667 0.82164 -0.82486 0.58 0.13 -0.14 0.110
H 0.33944 3.03626 0.72511 -0.31 -0.32 -1.07 0.167
H -2.03541 3.16329 0.08497 -0.33 -0.01 0.08 0.069
H -1.63327 3.25226 -1.64938 0.06 0.00 0.52 0.092
H -1.19178 4.58653 -0.57780 0.25 -0.36 0.17 0.079
H 0.87638 2.91090 -2.16262 -0.31 -0.70 -0.31 0.073
H 1.44890 3.93366 -1.17569 -0.06 -1.17 0.63 0.097
H -1.61067 -1.90416 -2.07530 -0.22 0.21 -0.02 0.141
```
Forces are in eV/Å.

Computed properties:
Energy relative to the best compared isomer or geometry (same formula, charge and spin)   0.709 eV
HOMO level   -9.529 eV
SMILES string   CC(C)[C@H](NC(=O)[C@H](C)N)C(=O)O
HOMO-LUMO gap   0.377 Ha
Calculated total energy   -649.69282 a.u.



Record 6
The following is a quantum chemistry calculation of a 2-piece molecular cluster, CHN2O3P overall at a distorted geometry, from OMol25.

Geometry as XYZ:
```
8
Properties=species:S:1:pos:R:3:forces:R:3:lowdin_charge:R:1
C 0.07265 -0.68046 0.33469 1.87 -1.46 -1.17 -0.490
N 0.10993 -0.52524 1.75228 0.19 -0.63 0.15 0.052
N -0.97572 -0.71888 1.16658 -2.12 -0.56 1.82 -0.011
O 0.43085 1.87352 0.45945 0.52 0.22 1.07 -0.456
O 1.24926 0.88968 -1.70249 0.21 -0.54 -0.81 -0.478
O -1.28755 0.88662 -1.01424 -1.10 -0.11 -1.20 -0.461
P 0.16734 0.92194 -0.67485 0.38 1.28 -0.50 -0.070
H 0.23325 -2.64717 -0.32143 0.05 1.79 0.65 -0.086
```
Forces are in eV/Å.

Computed properties:
Energy relative to the best compared isomer or geometry (same formula, charge and spin)   6.442 eV
HOMO level (alpha / beta)   0.231 / 0.231 eV
HOMO-LUMO gap (alpha / beta)   0.270 / 0.270 Ha
Charge   -2
Calculated total energy   -715.15020 a.u.